Here is 11 unconnected molecules or ions with the total composition C33H88O11 at a distorted geometry from the Open Molecules 2025 dataset. Energies are from ωB97M-V/def2-TZVPD.

Positions of all 132 atoms, in Å:
H  7.164  11.330  -2.593
H  7.008  18.216  -5.767
H  14.111  12.657  -5.692
O  12.878  9.625  -6.516
C  10.281  11.348  -8.550
H  9.693  20.734  -6.501
O  7.126  9.676  -0.674
H  5.855  8.059  -3.444
H  10.364  15.918  -5.643
C  5.508  12.781  0.265
H  4.889  8.272  -0.569
H  12.372  10.626  -1.356
O  8.331  7.696  -5.679
H  11.661  17.692  -2.395
H  12.556  17.628  -3.947
H  4.783  11.430  -8.382
H  3.482  14.747  -8.097
O  9.875  15.814  -3.095
H  11.358  9.275  -0.749
C  4.352  15.414  -8.082
C  11.172  15.997  -3.628
H  10.134  12.191  -7.869
C  8.967  18.719  -6.596
H  10.852  18.100  -3.889
H  8.717  7.791  -0.597
H  6.232  11.597  -4.070
C  6.963  12.675  0.685
H  7.097  11.836  1.375
H  9.046  7.404  -3.154
H  3.359  17.060  -9.040
H  6.102  7.228  -1.312
H  5.208  10.446  -5.344
H  3.206  12.278  -4.713
H  7.590  10.763  -8.922
H  6.334  10.238  -0.685
O  4.810  12.005  -7.610
C  9.205  20.012  -5.846
O  9.082  13.101  -3.114
H  12.141  15.785  -5.602
H  7.323  13.563  1.200
C  11.059  12.684  -0.314
C  4.459  16.066  -6.712
C  11.766  10.263  -0.529
C  4.250  16.449  -9.192
H  7.609  12.449  -0.165
C  9.437  10.155  -8.120
C  8.631  8.393  -3.368
H  12.580  11.707  -3.887
H  8.231  20.447  -5.602
O  8.366  19.131  -7.839
H  8.810  6.914  -5.388
H  5.330  16.715  -6.633
C  6.890  12.073  -3.347
H  3.611  13.551  1.047
H  7.479  9.381  -4.887
H  11.419  12.946  -1.314
H  12.402  10.134  0.350
H  4.749  12.951  2.289
H  9.529  9.387  -8.894
C  12.228  10.950  -4.591
O  9.999  9.676  -6.892
C  11.604  17.435  -3.454
H  9.257  12.396  -2.468
H  5.797  7.563  -5.179
C  3.785  12.601  -5.575
O  5.035  11.442  0.013
H  11.113  14.440  -5.067
C  13.731  11.879  -6.355
C  8.006  17.788  -5.868
H  6.609  8.992  1.165
H  8.888  10.464  -0.763
C  11.218  15.526  -5.084
H  9.432  9.105  -3.585
H  11.876  12.950  0.360
H  11.339  11.353  -5.086
H  6.324  12.850  -2.825
H  7.364  14.602  -4.477
H  2.892  11.377  -7.088
H  8.159  18.323  -8.320
H  7.958  16.815  -6.361
H  9.362  9.070  -6.484
H  9.903  18.182  -6.783
H  9.785  19.918  -4.930
H  8.141  8.731  -2.446
C  4.662  13.461  1.329
H  7.124  13.412  -5.777
C  7.701  8.358  -4.578
C  13.311  10.623  -5.601
C  5.782  7.671  -0.368
H  4.148  15.924  -10.143
H  12.828  12.274  -6.827
H  7.378  9.804  -7.435
H  9.978  11.672  -9.546
H  11.918  9.708  -6.650
H  4.081  11.525  -0.089
C  3.881  11.512  -6.640
H  8.848  8.324  1.061
H  4.585  15.310  -5.931
C  7.985  10.573  -7.920
H  3.281  13.469  -6.005
H  8.079  6.792  0.731
H  10.214  13.338  -0.094
H  11.879  10.078  -4.035
H  11.339  11.086  -8.517
H  5.040  14.481  1.436
C  7.815  13.754  -4.999
H  10.254  11.112  0.799
H  14.175  10.191  -5.086
H  3.541  16.603  -6.457
H  5.401  13.764  -7.985
O  5.531  14.651  -8.352
H  14.483  11.664  -7.113
H  8.353  17.645  -4.839
H  7.862  11.467  -7.308
C  6.874  8.561  0.193
H  8.581  11.836  -4.662
C  10.632  11.230  -0.224
H  11.863  15.346  -3.067
H  5.473  13.385  -0.648
C  6.403  7.613  -4.272
H  9.585  14.920  -3.337
O  9.554  11.053  -1.151
C  4.383  10.215  -6.016
H  3.614  9.742  -5.401
H  4.699  9.485  -6.763
H  8.681  14.107  -5.560
H  6.640  6.573  -4.030
H  5.135  17.080  -9.251
C  8.189  7.807  0.356
H  5.486  6.870  0.308
C  8.114  12.617  -4.040
H  4.803  12.905  -5.331

Atomic forces in eV per Å
0.07 -0.08 -0.13
0.01 0.12 -0.34
0.06 -0.06 0.10
-0.07 -0.03 -0.01
-0.16 -0.07 0.19
0.15 -0.09 0.02
0.10 -0.33 -0.10
-0.09 0.07 -0.06
0.09 0.18 0.02
0.31 0.22 0.40
0.00 -0.06 -0.02
-0.03 -0.11 -0.14
0.07 0.64 -0.56
0.15 -0.02 -0.02
0.08 -0.05 0.10
0.10 0.01 -0.03
-0.08 0.06 -0.11
-0.11 0.33 -0.13
0.04 0.03 -0.19
0.79 0.31 0.02
0.47 -0.41 -0.32
-0.06 -0.06 0.06
-0.75 0.19 0.03
0.04 -0.06 -0.11
-0.06 -0.23 -0.06
-0.06 -0.01 0.01
0.25 -0.59 0.09
-0.20 0.06 0.08
0.05 -0.03 -0.17
0.10 0.14 -0.06
0.07 -0.02 0.01
0.21 -0.14 -0.17
0.21 -0.09 0.14
-0.32 0.12 0.17
-0.01 0.08 0.19
-0.17 -0.15 -0.06
-0.20 0.36 -0.17
-0.21 -0.13 -0.03
0.05 0.01 0.08
-0.09 0.16 -0.21
0.17 0.43 -0.26
-0.19 -0.36 0.45
-0.19 -0.18 0.55
-0.54 -0.44 -0.09
0.00 0.21 -0.03
0.24 0.65 0.68
0.01 0.50 -0.06
-0.02 -0.04 0.07
0.02 -0.03 0.11
0.36 -0.31 -0.01
-0.03 0.05 0.23
-0.10 0.17 -0.22
-0.11 -0.14 0.32
-0.01 -0.17 -0.03
0.09 -0.03 -0.24
-0.14 -0.17 -0.09
0.10 0.17 -0.07
-0.05 -0.04 0.00
-0.20 -0.16 0.08
-0.25 0.12 0.18
-0.09 0.22 -0.18
-0.56 0.20 0.14
0.12 0.00 0.16
-0.17 0.19 0.13
-0.22 0.15 -0.88
-0.10 0.40 -0.13
0.07 -0.11 -0.22
-0.25 0.04 0.09
0.42 0.07 0.63
-0.34 -0.29 0.01
-0.19 0.02 -0.23
-0.30 -0.18 0.21
0.21 -0.22 0.16
-0.07 -0.26 0.17
0.07 0.09 -0.13
0.07 0.14 -0.14
0.01 0.02 -0.01
0.08 -0.11 -0.18
-0.08 0.07 -0.12
-0.14 -0.02 0.03
0.14 -0.32 0.02
0.09 0.12 -0.06
0.00 -0.22 -0.02
-0.10 0.03 -0.50
0.21 0.26 -0.14
-0.16 0.03 0.16
-0.31 -0.95 1.02
-0.02 -0.09 -0.06
-0.36 0.33 -0.12
0.01 0.10 -0.04
0.10 0.12 -0.22
0.10 -0.22 -0.21
0.20 0.00 -0.07
0.07 -0.07 0.05
-0.03 -0.27 -0.11
-0.02 0.06 0.75
-0.05 0.06 -0.04
0.02 -0.05 -0.11
-0.10 -0.29 -0.38
0.02 0.02 0.09
-0.24 -0.02 -0.09
0.01 0.00 0.00
0.24 -0.08 0.02
0.01 -0.01 -0.27
-0.07 -0.01 0.15
-0.55 -0.01 -0.34
-0.04 -0.43 -0.06
0.01 0.04 0.01
0.11 0.21 -0.10
0.02 0.04 -0.03
-0.10 -0.06 0.06
-0.06 -0.06 -0.03
0.12 -0.29 -0.10
0.31 0.13 -0.10
0.34 -0.06 0.33
-0.07 -0.24 0.25
0.12 0.61 0.03
0.10 0.15 0.00
-0.20 -0.18 -0.11
0.23 -0.12 -0.40
0.01 -0.04 0.40
0.11 -0.01 0.10
-0.19 -0.03 0.01
-0.11 0.07 -0.08
0.07 0.05 -0.02
0.23 -0.08 0.32
0.03 0.05 0.22
0.04 0.02 0.20
0.42 0.47 0.12
0.16 0.03 0.12
0.68 0.34 -0.68
-0.07 -0.03 0.39

Calculated values
Total energy, Eh: -2137.7787
Frontier orbital gap, eV: 9.569
Energy relative to the best compared isomer or geometry (same formula, charge and spin), kJ/mol: 0.0
Charge: 0
Structure (SMILES): CC(C)O.CC(C)O.CC(C)O.CC(C)O.CC(C)O.CC(C)O.CC(C)O.CC(C)O.CC(C)O.CC(C)O.CC(C)O

Results of the Mulliken charge analysis, in e, for atoms 1 through 8:
1 H -0.532
2 H 0.483
3 H 0.394
4 O -0.616
5 C -1.438
6 H 0.354
7 O -0.086
8 H 0.172